{
  "formula": "CH4N2O3",
  "method": "wB97M-V/def2-TZVPD",
  "species": ["O", "O", "O", "N", "N", "C", "H", "H", "H", "H"],
  "xyz": [[-1.10185, -1.04799, -0.23940], [0.44893, -1.97085, -1.47843], [-1.61582, -2.47143, -1.73621], [0.50986, 0.68414, 1.00259], [-0.71623, -1.89249, -1.22748], [0.51411, 1.91737, 0.78230], [-0.39058, 2.37192, 0.40031], [-0.39092, -0.46993, 0.20438], [1.35729, 2.58721, 0.94800], [1.38521, 0.29206, 1.34395]],
  "atomic_forces_ev_per_a": [[-0.87, 0.28, 0.49], [1.22, 0.05, -0.14], [-0.81, -0.60, -0.52], [0.17, -0.89, -0.13], [0.04, 0.76, 0.77], [0.00, 0.58, -0.01], [-0.16, 0.08, -0.12], [0.20, -0.43, -0.53], [0.10, -0.12, 0.12], [0.10, 0.28, 0.07]],
  "lowdin_charge": [0.0538, 0.0839, 0.1115, 0.0308, -0.5128, -0.0588, 0.0762, 0.0532, 0.0788, 0.0834],
  "smiles": "O=[N+]([O-])O.C=N",
  "e_lumo_ev": 0.459,
  "homo_energy_ev": -10.84
}

---

{
  "formula": "CHF3GaMgNO3S2",
  "method": "wB97M-V/def2-TZVPD",
  "species": ["Ga", "S", "S", "Mg", "F", "F", "F", "O", "O", "O", "N", "C", "H"],
  "xyz": [[0.16675, 2.63524, -0.75468], [-2.03260, 1.61467, -0.36380], [0.11807, 0.08393, -1.74772], [1.87320, 1.29668, 2.19554], [1.51750, -2.09918, -1.20752], [-0.08472, -1.70521, 0.19736], [-0.53447, -2.43000, -1.74136], [0.97429, 1.08316, -0.94760], [-1.82358, 1.66331, 1.54013], [0.45017, 0.08681, 2.58894], [-1.40987, 0.28077, -1.27530], [0.28927, -1.63913, -1.06763], [0.49599, -0.87106, 2.58363]],
  "atomic_forces_ev_per_a": [[-0.95, 4.47, 0.65], [0.16, -2.34, 4.52], [-0.82, -0.60, -0.69], [-1.53, -1.70, 1.03], [-0.01, 0.94, -0.05], [0.38, 0.81, 0.04], [0.20, 1.06, -0.47], [2.39, -2.93, 0.02], [0.03, -0.30, -6.63], [1.70, 1.80, -0.72], [-1.47, 2.29, 1.23], [-0.28, -3.31, 1.00], [0.19, -0.20, 0.07]],
  "lowdin_charge": [0.7238, 0.9624, 1.0833, 1.3302, 0.1942, 0.1719, 0.1937, -0.5810, -0.3960, -0.4082, -0.5083, -0.7466, -0.0195],
  "e_lumo_ev": [-11.946, -11.978],
  "homo_energy_ev": [-17.52, -17.77],
  "charge": 2
}

---

{
  "formula": "C50H52AsBF2N3O10PS2Ti",
  "method": "wB97M-V/def2-TZVPD",
  "species": ["As", "Ti", "S", "S", "P", "F", "F", "O", "O", "O", "O", "O", "O", "O", "O", "O", "O", "N", "N", "N", "C", "C", "C", "C", "C", "C", "C", "C", "C", "C", "C", "C", "C", "C", "C", "C", "C", "C", "C", "C", "C", "C", "C", "C", "C", "C", "C", "C", "C", "C", "C", "C", "C", "C", "C", "C", "C", "C", "C", "C", "C", "C", "C", "C", "C", "C", "C", "C", "C", "C", "B", "H", "H", "H", "H", "H", "H", "H", "H", "H", "H", "H", "H", "H", "H", "H", "H", "H", "H", "H", "H", "H", "H", "H", "H", "H", "H", "H", "H", "H", "H", "H", "H", "H", "H", "H", "H", "H", "H", "H", "H", "H", "H", "H", "H", "H", "H", "H", "H", "H", "H", "H", "H"],
  "xyz": [[0.66455, -3.53069, -1.83406], [0.18431, -0.36718, -0.81101], [-0.53016, -0.82359, -3.50859], [0.66268, -3.40513, 1.85998], [2.74836, 0.07854, -0.20176], [-0.76668, -0.44774, 3.39385], [1.14177, -0.72907, 2.16306], [-1.16520, 0.09994, -4.40094], [0.93809, 4.62367, 0.69337], [0.82368, -0.46716, -3.03922], [-0.50151, -2.44676, 2.19949], [1.37655, -4.93376, -1.34053], [-2.36451, 2.37828, -2.59558], [-2.23022, 2.76706, 2.68675], [-1.06456, -3.83717, -1.36586], [0.72609, -2.06455, -0.53934], [-1.28282, -1.06607, -2.23239], [-1.55823, 3.36726, -0.10858], [0.02725, 2.04858, 1.30072], [-0.17396, 1.60637, -1.09984], [1.22806, 2.80695, -2.68291], [-1.22035, -5.33384, 2.51302], [3.80539, -0.40587, -2.71244], [-3.40791, 2.37246, -3.54883], [-2.41448, 1.67203, 1.90476], [-0.02912, 2.43295, -2.22991], [5.28092, 1.93686, -2.87431], [4.54854, -0.13110, -3.84845], [0.30359, 3.98260, -4.54974], [-2.39108, 5.54184, -0.52309], [-3.55034, 0.97607, 1.75962], [-0.76422, -2.35695, -5.73855], [1.36833, -3.89027, 3.49129], [1.40924, 3.56850, -3.83162], [-0.08667, 6.75888, 0.31042], [-0.97083, 3.60767, -4.13700], [-0.95275, -6.43223, 3.32590], [-1.13991, 2.82379, -3.00588], [3.15612, 1.34629, 1.02975], [-2.40567, -4.62408, 2.70628], [-3.52391, -0.27814, 1.00208], [-1.83569, -6.80561, 4.33012], [-2.36723, -0.85896, 0.65520], [5.28586, 1.04274, -3.93391], [1.52311, -0.91108, 5.81857], [-0.15705, -3.05136, 5.28272], [-0.60298, -3.51048, -6.49206], [-0.14522, 5.37172, 0.27643], [-0.49826, -2.13015, 6.25869], [1.86437, -1.83274, 4.84158], [0.10800, -3.50954, -3.79728], [3.58203, -1.41445, 0.43128], [3.79596, 0.48567, -1.63924], [4.54183, 1.65778, -1.73198], [-1.32391, 4.71945, -0.11628], [2.14934, 4.89170, 0.00220], [-0.39639, -2.36156, -4.39853], [1.02969, -2.90928, 4.57117], [-0.73791, 2.21782, 0.07671], [-0.07547, -4.65396, -5.90632], [-3.00070, -6.08021, 4.52995], [-0.25108, -4.90845, 1.45464], [0.34156, -1.05900, 6.52829], [-1.15299, 7.54846, -0.08548], [-2.31331, 6.91912, -0.51669], [-3.28433, -4.99341, 3.71220], [-1.04559, -0.22859, 0.90396], [-3.36206, 3.24789, 3.37130], [0.27994, -4.65307, -4.56400], [-1.20185, 1.26264, 1.14271], [-0.27262, -0.88912, 2.17034], [0.68486, -5.54378, -4.09576], [4.65932, -1.25598, 0.49903], [-1.07881, 8.62728, -0.05400], [-3.68996, -6.36475, 5.31505], [2.06604, 4.60125, -1.04709], [-4.14930, 3.53782, 2.66778], [-4.46199, 1.26221, 2.26602], [-2.38585, -1.84793, 0.20722], [3.16497, -1.63869, 1.41154], [5.84855, 2.85740, -2.93564], [-0.11648, 2.82091, 1.94378], [5.85575, 1.26265, -4.82810], [-0.74262, -4.65644, 0.51247], [0.99739, -4.88186, 3.74150], [-4.19447, -4.42577, 3.85836], [-4.46553, -0.77608, 0.80008], [2.08370, 2.46111, -2.11922], [0.06646, -0.32968, 7.27963], [-0.88367, -3.51196, -7.53764], [-1.82989, 3.90790, -4.72109], [-4.20566, 1.77295, -3.11489], [2.44292, -3.94043, 3.31282], [-3.03744, 4.12092, 3.93268], [4.23330, 1.43320, 1.18548], [-2.62399, -3.77215, 2.07707], [-2.43777, 3.11254, -0.53008], [-3.07599, 1.91537, -4.48182], [0.05344, -5.55320, -6.49755], [-3.78326, 3.38370, -3.74097], [2.42781, 5.94629, 0.05957], [3.20367, -1.30632, -2.66898], [0.51679, -5.65170, 1.23292], [2.41018, 3.82560, -4.15667], [-1.61244, -7.66219, 4.95362], [-3.16565, 7.50125, -0.84485], [-1.55644, -3.01922, -1.52619], [2.65363, 1.05698, 1.95106], [-3.75616, 2.49182, 4.05726], [-0.82325, -3.87568, 5.05298], [3.36154, -2.25315, -0.22866], [0.82618, 7.21994, 0.66637], [-1.16114, -1.45132, -6.17550], [4.53891, 2.37029, -0.91623], [2.72364, 2.29721, 0.72388], [-0.04627, -7.00564, 3.16437], [4.53602, -0.82800, -4.67682], [2.92431, 4.30386, 0.49093], [-1.43104, -2.23906, 6.79730], [-3.30305, 5.05440, -0.85166], [2.17071, -0.06526, 6.01018], [0.41942, 4.58349, -5.44340], [2.77311, -1.70129, 4.26568]],
  "atomic_forces_ev_per_a": [[-0.05, -0.01, 0.14], [0.41, -0.37, 0.01], [-0.06, 0.02, -0.01], [0.13, -0.08, 0.10], [-0.12, 0.00, -0.08], [0.01, -0.03, -0.05], [0.03, 0.00, -0.06], [-0.03, 0.03, -0.02], [-0.01, 0.04, -0.03], [0.01, 0.17, -0.01], [-0.01, -0.02, 0.02], [-0.02, -0.05, -0.03], [0.01, -0.03, 0.02], [0.00, 0.01, 0.00], [0.02, -0.01, 0.05], [-0.23, 0.27, -0.18], [-0.05, -0.05, -0.15], [-0.05, -0.03, 0.08], [0.03, -0.02, 0.05], [-0.09, -0.09, 0.25], [-0.01, -0.01, -0.01], [-0.01, 0.00, 0.00], [0.00, 0.01, 0.01], [0.01, 0.00, 0.06], [0.00, -0.04, 0.01], [0.01, -0.03, -0.02], [0.00, 0.00, 0.00], [0.00, -0.01, 0.00], [0.00, 0.00, 0.00], [0.01, -0.02, 0.01], [0.01, -0.01, 0.00], [0.01, 0.00, -0.01], [-0.03, -0.01, 0.05], [0.00, 0.01, -0.01], [0.02, -0.04, -0.01], [0.01, 0.00, -0.03], [0.01, 0.00, 0.01], [0.01, 0.01, 0.02], [-0.01, 0.01, 0.01], [0.01, -0.02, 0.00], [0.01, 0.00, 0.00], [0.00, 0.00, 0.00], [-0.01, -0.06, -0.02], [0.00, 0.00, 0.00], [0.01, -0.01, 0.00], [0.01, 0.01, -0.01], [0.00, 0.00, 0.00], [0.06, 0.01, 0.02], [0.00, 0.00, 0.02], [0.01, 0.00, 0.03], [0.01, 0.00, -0.02], [0.01, 0.00, -0.02], [0.03, 0.00, 0.01], [0.00, 0.00, 0.00], [0.00, 0.02, -0.06], [-0.02, 0.04, 0.02], [0.02, -0.01, 0.02], [0.00, -0.03, 0.02], [-0.05, 0.04, -0.05], [0.00, 0.00, 0.00], [-0.01, 0.00, 0.00], [-0.07, -0.02, 0.03], [-0.01, -0.01, 0.00], [-0.02, -0.01, 0.00], [0.01, 0.02, 0.01], [0.00, 0.00, 0.00], [0.20, 0.31, -0.04], [0.00, 0.00, 0.00], [0.02, -0.01, 0.00], [-0.12, 0.10, -0.01], [-0.09, -0.01, 0.03], [0.00, 0.00, 0.01], [0.00, 0.00, 0.01], [0.00, 0.00, 0.00], [0.00, 0.00, 0.00], [0.00, 0.01, -0.01], [0.00, 0.00, 0.00], [0.00, 0.00, 0.00], [0.00, -0.01, 0.02], [-0.01, 0.00, 0.00], [0.00, 0.00, 0.00], [-0.02, 0.00, -0.02], [0.00, 0.00, 0.00], [0.05, 0.03, -0.05], [0.01, -0.01, 0.00], [0.00, 0.00, 0.00], [0.00, 0.00, 0.00], [-0.01, 0.01, 0.00], [0.00, 0.00, 0.00], [0.00, 0.00, 0.00], [0.01, 0.01, 0.00], [0.00, 0.00, 0.00], [0.00, 0.01, -0.01], [0.00, 0.00, 0.00], [0.00, -0.01, -0.01], [0.00, 0.02, -0.01], [0.00, 0.00, -0.03], [0.01, -0.03, -0.02], [0.00, 0.00, 0.00], [0.01, 0.00, -0.01], [0.01, 0.01, 0.02], [0.00, 0.00, -0.01], [0.01, 0.02, -0.03], [0.00, 0.00, 0.00], [0.00, 0.00, 0.00], [0.00, 0.00, 0.00], [0.00, 0.00, -0.01], [0.00, 0.01, 0.00], [0.00, 0.00, 0.00], [0.00, 0.00, 0.00], [0.01, 0.00, 0.00], [0.00, 0.01, -0.01], [0.00, 0.00, 0.00], [0.00, 0.00, 0.00], [0.00, -0.06, 0.01], [0.00, 0.00, 0.00], [0.00, 0.00, 0.00], [-0.01, 0.03, -0.02], [0.00, 0.00, 0.00], [0.00, 0.00, 0.00], [0.00, 0.00, 0.00], [0.00, 0.00, 0.00], [-0.01, 0.00, 0.01]],
  "lowdin_spin": [0.2891, 0.1475, 0.0053, 0.0015, 0.0002, 0.0002, 0.0024, -0.0001, 0.0000, 0.0069, 0.0008, 0.1392, 0.0000, -0.0001, 0.0109, 0.1392, 0.0008, 0.0002, 0.0003, 0.0021, 0.0000, 0.0000, 0.0030, 0.0000, -0.0002, 0.0001, -0.0001, 0.0002, 0.0001, 0.0000, 0.0000, 0.0029, -0.0002, 0.0000, 0.0000, 0.0000, 0.0000, 0.0000, -0.0002, 0.0000, -0.0007, 0.0000, 0.0000, 0.0000, 0.0000, 0.0000, 0.0041, 0.0000, 0.0000, 0.0000, 0.1779, 0.0008, 0.0003, 0.0001, 0.0000, 0.0000, 0.0170, 0.0000, 0.0008, 0.0068, 0.0000, 0.0008, 0.0000, 0.0000, 0.0000, 0.0000, -0.0025, 0.0000, 0.0250, 0.0009, 0.0019, 0.0037, 0.0000, 0.0000, 0.0000, 0.0000, 0.0000, 0.0000, 0.0000, 0.0000, 0.0000, 0.0000, 0.0000, 0.0001, 0.0000, 0.0000, -0.0001, 0.0000, 0.0000, 0.0003, 0.0000, 0.0000, 0.0000, 0.0000, 0.0000, 0.0000, 0.0000, 0.0000, 0.0014, 0.0000, 0.0000, 0.0064, 0.0007, 0.0000, 0.0000, 0.0000, -0.0002, 0.0000, 0.0000, 0.0000, 0.0014, 0.0000, 0.0007, 0.0000, 0.0000, 0.0000, 0.0000, 0.0000, 0.0000, 0.0000, 0.0000, 0.0000, 0.0000],
  "spin_multiplicity": 2,
  "e_lumo_ev": [2.334, 2.327],
  "s2": 0.759,
  "homo_energy_ev": [-3.35, -4.24],
  "charge": -1
}

---

What are the DFT total energy values for these records? In order: -375.57988, -3539.09547, -7300.94719 hartree.
What are the maximum force values for these records? In order: 1.2, 6.6, 0.6 eV/A.
What are the energy above the lowest of the compared OMol25 structures with the same formula, charge and spin values for these records? In order: 2.377, 3.409, 3.220 eV.